1.
ORCA calculation (ωB97M-V/def2-TZVPD) on a single C4H5NO2 molecule in a non-equilibrium geometry.

Cartesian coordinates (Å):
O: 1.4387 -1.1229 -0.3801
O: 3.0544 0.1642 0.1967
N: 0.2057 0.9282 -0.0867
C: 0.0678 -1.3154 -0.5534
C: 1.6932 0.1029 -0.0301
C: -1.9972 0.5646 0.2346
C: -0.5984 -0.1053 -0.3290
H: 3.3134 1.0099 0.5784
H: -2.6905 0.9997 -0.4988
H: -1.8717 1.3668 1.0073
H: -0.1666 -2.3208 -0.8841
H: -2.4486 -0.2720 0.7452

**Energy relative to the best compared isomer or geometry (same formula, charge and spin)**: 4.3614 eV
**Calculated total energy**: -9809.953 eV
**2S+1**: 1
**Kohn-Sham gap**: 8.55 eV
**Highest occupied orbital energy**: -7.983 eV

---

2.
ORCA calculation (ωB97M-V/def2-TZVPD) on 6 unconnected molecules or ions with the total composition C44H103N4O16P2 in a non-equilibrium geometry.

Cartesian coordinates (Å):
P: -2.3543 -0.7589 4.7949
P: -0.5939 -2.5720 -0.3244
O: -1.4341 5.6723 -4.0950
O: -2.6228 -2.3762 5.2502
O: -7.1381 -1.6498 -0.9141
O: -1.5565 -5.9872 -3.4036
O: -5.1254 0.1132 0.3357
O: -0.0131 8.9162 2.5333
O: -0.5301 -1.8911 -1.9155
O: -0.6684 11.6438 1.6175
O: 5.3179 -3.4890 3.5948
O: -3.4362 -4.7498 -5.3133
O: -6.5955 -11.0495 -3.4620
O: -2.7723 0.2770 6.0856
O: 6.6746 -5.9801 4.4083
O: -5.2159 -9.0096 -5.0880
O: 0.4174 -3.9724 -0.2273
O: -2.0591 -3.1234 -0.1867
N: -0.6201 -0.5749 4.4648
N: 1.2837 -1.0851 2.8473
N: -3.2999 -0.4219 3.5442
N: -0.8430 -1.8800 2.2537
C: 0.6041 4.3980 0.3287
C: -2.2149 6.9009 -4.0116
C: 7.5225 1.7045 -1.0177
C: 1.8088 1.3551 3.6419
C: -0.5097 -5.7113 -4.3237
C: -6.6537 -11.8692 -4.6205
C: 6.4109 -0.6720 -0.3084
C: -1.6525 6.3835 -1.4088
C: -2.3581 -4.8397 -3.1255
C: 0.6669 5.0106 -1.1576
C: -2.2543 7.4262 -2.4861
C: -3.6670 -4.8705 -3.9111
C: 2.8168 3.8450 3.2410
C: -6.0041 0.2622 1.4414
C: 1.3561 -0.9452 1.3598
C: -5.1243 -9.1142 -3.6676
C: -0.1178 -1.1087 3.3301
C: 4.0013 -1.1650 0.8235
C: 2.5060 -1.7245 0.5484
C: 2.2234 -0.2288 3.6656
C: 7.3190 3.8807 0.5938
C: 6.1339 -3.6262 4.7591
C: -4.9053 -1.2533 -0.0098
C: -5.2810 -10.5603 -3.2029
C: 7.2265 -4.6724 4.5524
C: -0.2088 -1.3043 1.0267
C: -5.7441 -1.6663 -1.2170
C: -0.3563 9.3296 3.8469
C: -0.0233 6.4514 -1.3237
C: -7.7854 -0.4836 -1.3995
C: 1.3531 5.2839 1.4559
C: -1.0278 9.2313 1.5794
C: 6.5185 0.5013 -1.4061
C: 3.0267 2.2571 3.1031
C: 4.9448 -1.3751 -0.4947
C: 6.6115 -6.3967 3.0528
C: -3.4988 -6.0006 -5.9829
C: -0.6756 10.4863 0.7844
C: 4.0820 -4.1774 3.7128
C: -6.4928 -8.5623 -5.5164
C: 0.6436 12.0369 1.9936
C: 7.3520 2.2531 0.4966
C: -0.6689 5.6013 -5.3270
C: 1.3605 4.3878 2.8165
H: -7.3050 -9.0775 -4.9986
H: 2.4930 -2.8424 0.8087
H: -5.1307 -10.5998 -2.1195
H: -1.4323 -2.0273 -2.3034
H: -3.1873 1.0774 5.6614
H: -4.2381 -5.7782 -3.6874
H: 0.5658 12.7490 2.8174
H: -6.8921 -0.3710 1.3516
H: 3.5756 4.3370 2.5086
H: -5.4737 0.0170 2.3655
H: -0.1649 6.5913 -5.6118
H: 3.3239 -0.3541 3.3769
H: -5.4887 -2.6967 -1.4851
H: 0.9618 1.4390 2.8463
H: 4.2127 -5.1882 4.1103
H: -2.5891 -4.8605 -2.0560
H: 1.3428 1.7090 4.6293
H: 2.1082 -0.5876 4.7534
H: 6.4485 -0.3166 0.7817
H: -4.1267 -8.7615 -3.3859
H: 8.6322 1.4745 -1.2761
H: 1.2473 11.1858 2.3233
H: -0.4775 4.2158 0.7139
H: -4.2752 -4.0101 -3.6132
H: -0.7878 -0.3163 0.8504
H: -1.8013 -3.9176 -3.3308
H: 3.3001 1.8952 2.0459
H: 3.4039 -3.6147 4.3627
H: 7.6067 -6.6953 2.7092
H: -7.7013 -11.9923 -4.9017
H: -6.3236 1.3053 1.4891
H: 3.1032 4.2337 4.2838
H: -0.1090 -6.6610 -4.6829
H: -1.6738 8.4316 -2.4704
H: 3.6320 -4.2486 2.7200
H: 8.1329 4.2872 1.2957
H: 6.6059 -2.6551 4.9375
H: 7.8560 -4.4189 3.6926
H: 3.9458 1.9910 3.7679
H: 5.9508 -7.2635 2.9893
H: -1.2925 5.2123 -6.2181
H: -5.1049 -1.9080 0.8463
H: 4.3656 -0.8509 -1.3555
H: -7.9425 -0.5680 -2.4794
H: -6.5852 -8.7578 -6.5865
H: 7.8653 -4.6922 5.4409
H: 6.4058 1.8321 1.0238
H: 5.0188 -2.4822 -0.7796
H: 4.4639 -1.7761 1.6990
H: 0.3353 6.8896 -2.3369
H: -2.9505 -6.7813 -5.4509
H: -6.1154 -11.4254 -5.4635
H: 6.2203 -5.6139 2.3987
H: -1.4426 10.6449 0.0198
H: -2.0749 6.6833 -0.3786
H: -4.5428 -6.3056 -6.1021
H: 1.1384 12.5312 1.1524
H: 0.5588 3.5826 2.6743
H: -5.5267 -1.0309 -2.0827
H: 1.1299 3.3649 0.3231
H: 1.7839 4.9837 -1.4760
H: -0.5250 -2.8534 2.4572
H: -2.0022 9.3360 2.0687
H: 0.1460 4.2359 -1.8519
H: 5.5116 0.9583 -1.7209
H: -4.5268 -11.2040 -3.6700
H: 0.2928 -5.1635 -3.8200
H: 8.3008 1.9251 1.0801
H: -1.8269 7.7032 -4.7335
H: -5.8596 -8.4634 -3.1816
H: 6.9570 0.0119 -2.3667
H: -2.0377 5.3202 -1.6260
H: 0.2874 10.3677 0.2742
H: -3.2986 6.6402 -4.3275
H: -3.3648 7.6267 -2.2283
H: -1.0848 8.6346 4.2770
H: 7.2423 2.5958 -1.7115
H: -0.7644 10.3426 3.8666
H: 6.2946 4.2383 0.9883
H: 0.5456 9.3076 4.4618
H: 1.0215 5.1114 3.6609
H: -0.8622 -5.1334 -5.1832
H: 2.2656 -1.5981 -0.5817
H: 1.4027 0.1369 0.9333
H: -6.2350 -12.8553 -4.3988
H: -0.1152 -4.7281 -0.5867
H: 3.9454 -0.0522 1.0990
H: 0.3472 7.1625 -0.5011
H: 2.3901 5.6633 1.1531
H: 7.4736 4.3763 -0.4374
H: 5.5227 -3.8684 5.6362
H: -1.0892 8.3841 0.8887
H: -2.7041 -0.1158 2.7562
H: -8.7602 -0.4036 -0.9148
H: 0.6569 6.1908 1.6632
H: -6.5829 -7.4833 -5.3534
H: 7.2519 -1.4566 -0.4510
H: -0.0134 -0.0888 5.1552
H: 0.1731 4.8323 -5.1572
H: -3.8463 -1.3520 -0.2662
H: -3.3131 -2.7498 4.6345
H: -7.2159 0.4236 -1.1843
H: -3.0586 -5.8833 -6.9750

**Calculated total energy**: -104579.430 eV
**2S+1**: 1
**Kohn-Sham gap**: 5.97 eV
**Highest occupied orbital energy**: -10.340 eV
**Charge**: +1

---

3.
ORCA calculation (ωB97M-V/def2-TZVPD) on a gas-phase ion, C6H10NOS2 (charge +1) in a non-equilibrium geometry.

Cartesian coordinates (Å):
S: 0.1539 -1.5307 -2.1578
S: 1.9891 0.1397 -0.3048
O: -1.1270 -0.8538 1.7840
N: -0.0876 1.2577 -1.5474
C: -0.6976 0.9813 -0.1932
C: 0.5339 0.2265 0.6517
C: 0.0812 -0.6840 1.6820
C: -2.0571 1.1223 0.0542
C: 1.1012 -1.3778 2.4553
C: 0.9817 0.2325 -1.8602
H: 1.3599 -2.1350 -2.6811
H: 0.5803 -2.3855 2.9117
H: -2.3148 2.0230 0.7194
H: 0.3306 2.1803 -1.5714
H: 1.2762 -0.7527 3.3029
H: 2.0373 -1.5757 1.9057
H: -0.6979 1.3274 -2.3756
H: -2.3588 0.2202 0.6248
H: 1.5888 0.4109 -2.6782
H: -2.6734 1.1735 -0.7220

**Energy relative to the best compared isomer or geometry (same formula, charge and spin)**: 3.4638 eV
**Calculated total energy**: -31581.108 eV
**2S+1**: 1
**Kohn-Sham gap (alpha / beta)**: 7.62 / 7.73 eV
**Highest occupied orbital energy (alpha / beta)**: -12.784 / -12.537 eV
**Charge**: +1

---

4.
ORCA calculation (ωB97M-V/def2-TZVPD) on a single C6H11N molecule in a non-equilibrium geometry.

Cartesian coordinates (Å):
N: -0.2058 -0.2995 -2.1215
C: -1.2300 1.0417 0.1488
C: 0.3953 -0.4494 -0.8813
C: -0.0757 0.1505 0.2322
C: 0.4857 0.0103 1.6354
C: -1.8360 1.7254 1.1401
C: 1.5366 -1.4132 -0.7833
H: 0.7629 1.0254 1.9059
H: -0.1859 -0.5656 2.2628
H: -1.3354 1.8207 2.0915
H: 1.9402 -1.7783 -1.7316
H: 1.4008 -0.5796 1.6091
H: -1.3790 1.4660 -0.8462
H: -2.8614 2.0004 0.9393
H: 1.1740 -2.3642 -0.3737
H: 2.3419 -1.0407 -0.1676
H: -1.2076 -0.2595 -2.0851
H: 0.2793 -0.4904 -2.9747

**Energy relative to the best compared isomer or geometry (same formula, charge and spin)**: 1.8469 eV
**Calculated total energy**: -7888.684 eV
**2S+1**: 1
**Kohn-Sham gap**: 8.23 eV
**Highest occupied orbital energy**: -7.269 eV